A 5-piece molecular cluster, C17H30Cl8N3O4P overall, computed with ωB97M-V with the def2-TZVPD basis set.

As for the gap between HOMO and LUMO: 9.179 eV. Its charge is 0. The value obtained for the LUMO energy is 0.5 eV. Its spin multiplicity is 1. The calculation puts the HOMO energy at -8.68 eV.

Each line ends with the Mulliken charge.
CARTESIAN COORDINATES (ANGSTROEM)
1 C -2.26954 -3.43147 -1.66252  -1.31
2 C -3.01771 -2.33643 -2.45816  0.22
3 C -2.03388 -1.58547 -3.30375  0.36
4 O -1.90055 -1.72669 -4.47760  -0.58
5 O -1.19481 -0.74579 -2.60410  -0.30
6 C -1.66414 0.60216 -2.48691  0.10
7 C -0.91229 1.25938 -1.33268  -1.55
8 C -1.60893 1.22566 0.04447  1.73
9 C -2.28079 -0.05623 0.25472  -0.64
10 N -2.84822 -1.02139 0.51836  -0.64
11 C -2.71947 2.32476 0.20541  0.17
12 O -2.87317 2.76008 1.54807  -0.55
13 C -2.43757 3.51989 -0.60449  -0.12
14 N -2.25996 4.39573 -1.32429  -0.48
15 P -0.28732 1.30321 1.47060  0.15
16 N 0.43482 -0.23355 1.33965  -0.45
17 O 0.85102 2.23475 0.76761  -0.44
18 H -1.29810 -3.04806 -1.34603  0.26
19 H -2.83324 -3.68114 -0.76516  0.34
20 H -2.12479 -4.31286 -2.28593  0.40
21 H -3.77003 -2.78459 -3.10475  0.27
22 H -3.48685 -1.65303 -1.75050  0.12
23 H -1.39132 1.12538 -3.40861  0.53
24 H -2.75171 0.65678 -2.37700  -0.37
25 H 0.01551 0.68371 -1.24391  0.44
26 H -0.61252 2.27178 -1.59146  0.68
27 H -3.67927 1.90420 -0.11178  0.52
28 H -3.40548 2.10458 2.01051  0.36
29 H 0.44552 -0.57767 0.37724  0.22
30 H -0.13960 -0.89902 1.85152  0.30
31 H 1.68762 1.75440 0.68499  0.30
32 Cl 0.67260 2.95306 7.47003  -0.19
33 C 0.65849 4.20429 6.19955  -0.48
34 C 0.07222 3.69904 4.90708  -0.53
35 Cl 1.10632 2.47944 4.12513  -0.12
36 H 1.67998 4.54902 6.06199  0.32
37 H 0.05475 5.02978 6.57283  0.35
38 H -0.03023 4.52493 4.20486  0.32
39 H -0.90604 3.25062 5.06199  0.32
40 Cl 3.66315 -0.27936 0.32758  -0.21
41 C 4.54791 -0.60531 1.84436  -0.33
42 C 4.54931 -2.07374 2.18656  -0.34
43 Cl 2.90764 -2.62770 2.63153  -0.19
44 H 4.08491 -0.01662 2.63271  0.33
45 H 5.56513 -0.25567 1.69303  0.26
46 H 5.18644 -2.26225 3.04593  0.33
47 H 4.89585 -2.67606 1.35089  0.13
48 Cl -5.07174 0.46968 -3.04428  -0.13
49 C -5.79192 -0.02929 -4.60165  -0.54
50 C -7.17051 0.54439 -4.79725  -0.47
51 Cl -8.35530 -0.15376 -3.66382  -0.19
52 H -5.80269 -1.11584 -4.62396  0.31
53 H -5.12687 0.32961 -5.38505  0.32
54 H -7.51554 0.31570 -5.80409  0.34
55 H -7.17391 1.62264 -4.66025  0.33
56 Cl 7.78975 -1.75146 2.06988  -0.19
57 C 8.26387 -3.21034 1.15738  -0.50
58 C 8.35050 -2.93725 -0.32161  -0.43
59 Cl 6.74805 -2.60408 -1.02679  -0.15
60 H 7.53605 -3.98823 1.37536  0.32
61 H 9.23521 -3.52339 1.53565  0.36
62 H 8.75351 -3.81165 -0.82970  0.31
63 H 8.98986 -2.08321 -0.52938  0.31

Forces on atoms 1 to 2 (eV/Å):
C -0.107 0.376 -0.114
C 0.230 -0.234 0.369